Density functional theory data (ωB97M-V/def2-TZVPD) for a structure of composition C35H36FGe2N3O3Pd at a distorted geometry.

The geometry in XYZ format:
```
81
Properties=species:S:1:pos:R:3:forces:R:3
Pd -0.301 -1.102 0.002 -1.6386 -1.3186 -1.9165
O 3.430 -0.322 -6.029 1.1556 0.0712 0.3548
N 4.126 -0.414 -5.024 0.6779 0.0872 -1.2883
O 5.335 -0.398 -4.967 -0.3682 0.0596 -0.5490
C 3.448 -0.555 -3.774 0.6407 -0.3095 3.0221
C 4.244 -0.616 -2.622 -0.7020 0.2080 -2.7895
C 3.674 -0.742 -1.364 -1.5373 -0.2642 1.7624
C 4.451 -0.840 -0.175 -0.3969 0.0848 -0.7587
C 3.824 -0.987 1.029 -0.5561 -0.0148 0.2928
C 2.421 -1.056 1.077 0.6970 -0.0583 -0.0524
N 1.679 -0.976 -0.019 0.2454 -0.1822 0.7305
C 2.251 -0.809 -1.225 1.4478 0.0545 -0.8668
C 1.432 -0.743 -2.399 0.6006 0.1010 -0.7927
N 0.099 -0.794 -2.249 -0.7518 -0.3033 0.5797
C -0.717 -0.789 -3.302 0.3094 0.0833 0.5147
C -0.223 -0.727 -4.598 0.4234 -0.0068 0.1065
C 1.143 -0.661 -4.787 -0.5995 -0.0903 -0.7005
C 2.026 -0.644 -3.696 -0.4828 0.0048 0.8449
H 5.319 -0.582 -2.726 0.0391 0.0638 -0.0870
H 5.525 -0.806 -0.253 0.1920 0.0076 0.0557
H 4.383 -1.067 1.946 0.0481 -0.0100 0.1266
H 1.913 -1.198 2.024 -0.0230 0.0639 -0.0781
H -1.785 -0.838 -3.122 0.0315 0.0312 0.0955
H -0.901 -0.740 -5.437 -0.0169 -0.0076 -0.0500
H 1.546 -0.641 -5.795 -0.2751 0.0329 0.3676
C -3.251 -2.842 1.251 0.0303 0.2810 -0.1337
C -3.543 -1.465 0.690 -0.5722 -0.4927 1.0178
O -2.494 -1.015 -0.204 0.6095 -0.1625 -0.7860
H -4.079 -3.153 1.878 -0.1262 -0.0446 0.1334
H -2.343 -2.835 1.857 -0.0528 -0.0298 0.0066
H -3.143 -3.573 0.453 0.0006 -0.1100 -0.0342
H -3.625 -0.722 1.487 0.1272 -0.0359 -0.2193
H -4.484 -1.470 0.136 0.1542 0.1216 -0.1103
H -2.683 -1.435 -1.057 0.0511 0.1007 0.1325
F -0.542 -7.206 -0.002 -0.0020 -0.0412 -0.0221
C -0.431 -5.895 -0.024 0.0237 0.5544 -0.0176
C 0.190 -5.249 1.045 -0.3248 -0.3311 -0.5189
C 0.298 -3.868 1.027 0.2615 0.9507 -0.0145
C -0.201 -3.159 -0.057 0.0050 -1.4306 0.2827
C -0.794 -3.805 -1.135 0.0864 1.0633 -0.2861
C -0.927 -5.186 -1.120 0.2663 -0.2747 0.5824
H 0.588 -5.834 1.860 -0.0032 0.0123 0.1155
H 0.786 -3.381 1.863 -0.0192 0.0055 0.0099
H -1.149 -3.260 -2.006 0.0176 -0.0956 0.1023
H -1.398 -5.712 -1.937 -0.0062 0.0044 -0.0589
C -1.509 4.967 0.606 0.0090 -0.7249 0.0132
Ge -1.807 3.487 -0.676 -0.3892 0.4678 -1.3041
C -0.818 3.654 -2.405 -0.3381 0.0205 0.6403
C -3.658 2.777 -0.838 0.7170 -0.0412 0.1937
Ge -0.527 1.319 0.490 0.5846 3.0763 2.3038
C 1.078 2.266 1.288 -2.2812 -1.7817 -0.6500
C 1.245 2.087 2.658 0.5910 0.3945 0.7261
C 2.257 2.770 3.314 -0.4965 -0.5149 0.3997
C 3.083 3.630 2.615 0.2668 0.1659 0.1133
C 2.918 3.803 1.251 -0.2595 -0.0355 -0.6451
C 1.920 3.107 0.581 0.6943 0.5597 -0.3826
C -1.566 0.847 2.160 1.0539 -0.3078 -0.9242
C -2.415 1.725 2.818 0.1692 0.0467 -0.1266
C -2.865 1.421 4.095 -0.1672 -0.0217 -0.1319
C -2.488 0.234 4.701 0.0450 -0.1325 0.1230
C -1.638 -0.651 4.052 0.0008 -0.3254 -0.1617
C -1.200 -0.351 2.772 0.1191 0.0979 0.0180
H -1.504 5.886 0.025 0.0028 0.0425 -0.2950
H -0.557 4.888 1.124 0.0723 -0.0459 -0.0128
H -2.313 5.028 1.333 -0.0935 -0.1105 0.0449
H -1.553 3.756 -3.202 -0.0998 -0.0174 -0.0169
H -0.181 2.801 -2.632 -0.0633 -0.0442 0.1134
H -0.209 4.555 -2.385 0.0451 0.0275 0.0649
H -4.279 3.598 -1.196 0.0322 0.1946 -0.0308
H -4.064 2.439 0.112 0.0518 0.0264 0.0840
H -3.711 1.967 -1.561 0.1073 0.0049 -0.0342
H 0.582 1.449 3.223 0.0000 -0.0206 0.0530
H 2.372 2.628 4.380 0.1104 0.0949 0.0492
H 3.859 4.171 3.137 0.0473 0.0431 0.0202
H 3.555 4.483 0.706 0.0844 0.0545 -0.0174
H 1.801 3.242 -0.487 0.0023 0.0209 -0.0607
H -2.709 2.655 2.352 -0.0361 0.1590 0.0285
H -3.514 2.110 4.611 -0.1005 0.0492 0.0636
H -2.862 -0.020 5.680 0.0347 0.0740 0.1309
H -1.318 -1.561 4.540 -0.0889 -0.0669 0.0399
H -0.525 -1.056 2.240 -0.1147 0.1367 0.4648
```
Positions in Å, forces in eV/Å.

Calculated values
- HOMO (alpha / beta) (eV) = -16.79 / -16.77
- HOMO-LUMO gap (alpha / beta) (eV) = 4.7 / 4.7
- M (g/mol) = 817.3
- charge = +3
- lowest unoccupied orbital energy (alpha / beta) (Ha) = -0.44428 / -0.44397
- spin multiplicity = 2
- energy (Eh) = -6125.69914

---

Density functional theory data (ωB97M-V/def2-TZVPD) for a structure of composition C35H36FIrN8SSi at a distorted geometry.

The geometry in XYZ format:
```
83
Properties=species:S:1:pos:R:3:forces:R:3
Ir -0.201 -0.208 0.076 1.3913 0.2038 -1.3048
C 1.969 4.743 1.886 0.0505 -0.0457 -0.1530
C 2.478 4.462 0.473 -0.1573 0.0196 0.3439
N 2.945 3.090 0.317 -0.0488 0.0770 0.0245
C 2.132 2.044 0.150 -0.5066 -0.0561 -0.0929
S 0.447 2.326 -0.137 -0.8558 -1.8264 0.3507
N 2.669 0.859 0.161 1.3110 0.3835 0.1865
N 1.912 -0.224 0.048 -0.6931 -0.7929 0.1886
C 2.563 -1.366 -0.008 0.1438 1.4857 0.3208
C 4.047 -1.416 0.154 0.0371 -0.0372 -0.1815
C 1.805 -2.563 -0.186 -0.6237 -1.4237 -0.0823
C 2.394 -3.836 -0.169 0.1043 0.6747 -0.0427
C 1.607 -4.958 -0.305 -0.4426 -0.1383 -0.0576
C 0.235 -4.804 -0.475 0.4723 0.0072 0.0065
C -0.283 -3.523 -0.471 -0.5959 -0.1087 -0.0315
N 0.470 -2.445 -0.320 0.0953 1.3608 0.7600
H 1.515 5.732 1.921 -0.0052 0.0315 0.0644
H 2.784 4.709 2.609 0.0159 0.0052 0.0126
H 1.219 4.005 2.172 -0.0467 0.0431 0.0253
H 3.315 5.118 0.238 -0.0670 0.0061 -0.1547
H 1.683 4.635 -0.255 0.1186 0.0739 -0.0591
H 3.891 2.879 0.594 -0.0033 -0.1247 -0.0933
H 4.454 -0.413 0.132 0.0494 -0.0576 0.0017
H 4.504 -2.005 -0.641 0.0012 -0.0405 -0.0075
H 4.304 -1.877 1.110 -0.0453 -0.0420 0.0146
H 3.460 -3.924 -0.027 0.0230 -0.0166 -0.0264
H 2.044 -5.946 -0.270 0.0480 0.0091 -0.0086
H -0.414 -5.659 -0.587 -0.0751 0.0262 -0.0111
H -1.349 -3.365 -0.584 0.0456 0.0577 0.1010
C 0.361 -0.501 5.263 -0.2953 0.0794 -0.2927
Si 0.672 -0.510 3.383 0.1461 -0.1685 0.0436
C 0.679 -2.371 3.042 0.3234 0.3642 0.0544
C 2.380 0.321 3.366 -0.3062 -0.4883 -0.1739
N -0.423 0.199 2.159 0.3899 -0.7405 0.3025
C -1.458 1.050 2.500 -0.3579 0.5517 -0.2755
C -1.801 1.362 3.837 0.0377 -0.1265 -0.2706
C -2.854 2.184 4.180 -0.0070 0.0450 -0.0458
C -3.642 2.776 3.206 -0.0505 0.0244 0.0094
C -3.346 2.519 1.880 -0.0733 -0.0816 -0.1085
C -2.300 1.684 1.559 0.1553 0.0553 0.6611
F -2.068 1.498 0.214 -0.2820 0.1718 -0.0885
H 1.139 -1.137 5.693 0.0655 -0.0521 -0.1198
H -0.595 -0.927 5.568 -0.0388 0.0058 -0.0019
H 0.472 0.478 5.731 -0.0309 0.0451 -0.0400
H 1.418 -2.855 3.683 0.0204 -0.0411 0.0329
H 0.912 -2.627 2.019 0.0294 -0.1324 -0.1242
H -0.294 -2.805 3.279 -0.0820 0.0830 0.0343
H 3.060 -0.324 3.927 0.0299 0.0291 0.1052
H 2.336 1.281 3.882 -0.0917 0.0272 0.0322
H 2.818 0.484 2.391 0.0822 0.0396 -0.1595
H -1.223 0.917 4.624 0.0024 0.0264 0.0828
H -3.059 2.359 5.228 0.0039 0.0170 0.0113
H -4.467 3.420 3.471 -0.0124 0.0263 -0.0263
H -3.924 2.953 1.075 0.0024 0.0147 -0.0290
N -5.755 -4.334 -7.572 0.0045 0.0135 0.0221
C -5.184 -3.816 -6.720 -0.1534 -0.1066 -0.2457
C -4.464 -3.181 -5.660 0.2094 0.1501 0.3677
C -3.605 -3.936 -4.862 -0.0431 0.0192 -0.0991
C -2.905 -3.327 -3.838 0.0184 0.0405 0.0747
C -3.047 -1.963 -3.596 -0.1364 -0.0485 -0.2219
C -3.904 -1.214 -4.395 0.0149 0.0814 0.1285
C -4.615 -1.818 -5.417 -0.0205 -0.0969 -0.1283
C -2.243 -1.337 -2.513 0.3663 0.3066 0.0671
C -1.055 -0.718 -2.878 -0.4073 -0.3107 -0.1544
C -0.595 -0.500 -4.206 0.2147 0.0354 0.0243
C 0.624 0.126 -4.108 -0.1933 -0.0745 -0.1236
C 0.885 0.268 -2.733 -0.0446 -0.0527 0.0481
N -0.108 -0.223 -1.995 0.2591 0.1381 0.0254
C -2.716 -1.465 -1.203 -0.3876 -0.1305 -0.1841
C -3.951 -2.032 -0.820 0.2409 0.0307 0.0394
C -4.010 -1.995 0.564 0.2076 0.0112 0.0617
C -2.817 -1.412 0.996 -0.3337 -0.1588 0.3409
N -2.046 -1.073 -0.050 0.7181 0.5597 0.2507
H -3.485 -4.992 -5.059 -0.0041 -0.0225 0.0186
H -2.231 -3.913 -3.226 0.0163 -0.0147 0.0151
H -4.018 -0.154 -4.213 0.0054 0.0259 0.0028
H -5.281 -1.237 -6.040 -0.0186 0.0253 0.0087
H -1.125 -0.767 -5.105 -0.0194 -0.0504 -0.0118
H 1.263 0.458 -4.906 0.0281 0.0078 -0.0322
H 1.769 0.709 -2.302 -0.0396 0.0208 0.1375
H -4.703 -2.409 -1.492 0.0187 -0.0217 -0.0704
H -4.801 -2.346 1.203 -0.0378 0.0127 -0.0018
H -2.508 -1.232 2.013 0.1154 0.0802 -0.0674
```
Positions in Å, forces in eV/Å.

Calculated values
- HOMO (alpha / beta) (eV) = -9.77 / -9.67
- HOMO-LUMO gap (alpha / beta) (eV) = 5.1 / 4.4
- M (g/mol) = 840.1
- charge = +1
- lowest unoccupied orbital energy (alpha / beta) (Ha) = -0.17057 / -0.19488
- spin multiplicity = 2
- energy (Eh) = -2685.04265